Computed, not measured: C32H16N8S3SbW as an isolated structure, with ωB97M-V/def2-TZVPD.

Last column: Löwdin charge in e.
Atoms and positions in Å:
W -0.8541 -0.2861 -0.3723  1.028
C 0.4894 6.4970 -1.0149  -0.081
C -0.1888 6.5641 0.1894  -0.097
C -0.5987 5.4284 0.8348  0.007
C -0.3506 4.1741 0.1983  -0.096
C -0.6455 2.8498 0.6504  -0.291
N -0.3030 1.9458 -0.3332  -0.061
C 0.2926 2.7141 -1.3879  -0.281
N 0.5170 2.1928 -2.5507  0.202
C 0.5977 0.8586 -2.7838  -0.239
C 1.1721 0.3575 -4.0757  -0.117
C 1.3815 0.9725 -5.2671  -0.026
C 1.7883 0.2293 -6.3577  -0.066
C 2.0913 -1.1308 -6.1955  -0.079
C 2.0010 -1.7630 -4.9489  0.031
C 1.4733 -0.9724 -3.8485  -0.106
C 1.1304 -1.3287 -2.5110  -0.193
N 1.4931 -2.4836 -1.9059  0.194
C 1.2682 -2.7143 -0.5738  -0.273
N 0.7286 -1.8509 0.3469  -0.035
C 0.5453 -2.5470 1.5142  -0.307
N -0.0671 -2.1005 2.6266  0.207
C -0.6031 -0.8826 2.7779  -0.218
N -0.7359 0.0513 1.7190  -0.025
C -1.1040 1.2485 2.2747  -0.246
N -1.2364 2.4664 1.7731  0.195
C -1.3778 1.0700 3.7339  -0.092
C -1.9527 1.8896 4.7075  0.031
C -2.1270 1.2564 5.9942  -0.049
C -1.8375 -0.0861 6.2072  -0.066
C -1.2888 -0.8203 5.1806  -0.005
C -1.0049 -0.2430 3.9759  -0.139
C 0.9463 -3.9628 1.3126  -0.123
C 0.5374 -5.0837 1.9793  0.001
C 0.8208 -6.4034 1.4625  -0.041
C 1.4532 -6.4557 0.2276  -0.079
C 1.7202 -5.2987 -0.5472  -0.006
C 1.4530 -4.0672 0.0020  -0.115
N 0.4585 -0.1876 -1.9079  -0.086
C 0.3924 4.0910 -0.9939  -0.095
C 0.7585 5.2832 -1.6350  -0.001
H 0.8779 7.4449 -1.3810  0.108
H -0.4642 7.5471 0.5173  0.102
H -1.3208 5.4903 1.6794  0.129
H 1.1562 2.0796 -5.4237  0.146
H 1.9374 0.5353 -7.4033  0.115
H 2.3582 -1.8000 -7.0307  0.112
H 2.2370 -2.8052 -4.8406  0.105
H -2.2440 2.9577 4.4675  0.135
H -2.5817 1.8854 6.7572  0.102
H -2.0385 -0.4828 7.1841  0.105
H -1.2182 -1.8743 5.3685  0.119
H 0.0904 -4.9233 2.9502  0.109
H 0.6730 -7.3268 2.0234  0.105
H 1.7274 -7.4046 -0.1989  0.096
H 2.0091 -5.4262 -1.5806  0.111
H 1.2798 5.3110 -2.6047  0.121
S -4.9223 -0.1791 1.3448  -0.344
Sb -4.2134 -1.0686 -0.6673  0.342
S -2.6007 0.8291 -1.2437  0.022
S -1.9769 -2.2613 -0.3958  0.001

Values from the calculation:
lowest unoccupied orbital energy (spin up / spin down) = -0.0704 / -0.0991 hartree
ΔE to the lowest compared entry with this formula, charge and spin = 0.0 kcal/mol
frontier orbital gap (spin up / spin down) = 4.265 / 4.728 eV
HOMO level (spin up / spin down) = -0.227 / -0.273 hartree
2S+1 = 4
expectation value of S² = 3.842
electronic energy = -86235.2661 eV

***

Computed, not measured: C32H18N7O2PbS2 as an isolated structure, with ωB97M-V/def2-TZVPD.

Last column: Löwdin charge in e.
Atoms and positions in Å:
Pb 0.1937 0.2068 0.0754  1.313
O -2.3793 -0.1707 3.5902  0.090
C -2.0145 -0.0821 2.4284  -0.563
O -0.7356 -0.2080 2.0708  -0.324
C -3.0056 -0.0237 1.3141  -0.215
C -4.3709 -0.1511 1.6575  0.039
C -5.3814 -0.3719 0.6773  0.037
C -4.9828 -0.4109 -0.6537  -0.159
C -5.8337 -0.6251 -1.7853  -0.010
C -5.2748 -0.7502 -3.0335  -0.063
C -3.8775 -0.6821 -3.2857  -0.048
C -3.0863 -0.2629 -2.2432  -0.042
C -3.5877 -0.2750 -0.9274  -0.187
N -2.6185 -0.0631 0.0551  0.079
H -4.5767 -0.3480 2.7183  0.125
H -6.4252 -0.6382 0.9640  0.140
H -6.8376 -0.9389 -1.6441  0.110
H -5.9855 -0.9324 -3.8601  0.121
H -3.5375 -0.8199 -4.3147  0.113
H -1.9932 -0.1169 -2.3438  0.066
S -0.1445 3.2283 -0.8221  0.811
C -0.7196 3.1317 -2.3712  -0.694
C -1.5596 4.2052 -2.8804  -0.231
N -2.3848 4.9787 -3.2131  0.237
C -0.3765 2.0352 -3.3397  -0.738
S 0.6446 0.7401 -3.1879  0.780
C -1.3302 1.9553 -4.3829  -0.300
N -2.1323 1.9711 -5.2225  0.251
C 5.1853 0.1031 -1.3600  -0.034
C 3.9506 -0.3939 -0.8952  -0.146
N 3.1533 0.2445 -0.0803  0.040
C 3.5854 1.3694 0.5869  -0.145
C 4.8703 1.9555 0.1328  -0.102
C 5.6725 1.2702 -0.8014  -0.009
C 5.5194 2.8684 1.0438  -0.024
C 4.8961 3.3137 2.1647  -0.022
C 3.5993 2.8281 2.5007  -0.122
C 2.9408 3.1477 3.7364  0.027
C 1.7311 2.5950 4.0736  -0.042
C 1.0418 1.8650 3.1424  -0.100
N 1.5598 1.5457 1.9362  0.023
C 2.9076 1.8529 1.7059  -0.155
H 5.7918 -0.4440 -2.1244  0.128
H 3.6195 -1.3739 -1.2753  0.115
H 6.6842 1.6241 -1.0131  0.128
H 6.5299 3.2012 0.8146  0.122
H 5.4526 4.0048 2.8519  0.141
H 3.4597 3.7821 4.4652  0.131
H 1.2890 2.7506 5.0253  0.111
H 0.0272 1.4626 3.3984  0.125
N -1.4590 -7.5642 0.5550  0.182
C -0.9371 -6.5327 0.4687  -0.156
C -0.2944 -5.2291 0.3773  -0.201
C -0.2605 -4.4013 1.5014  0.003
C 0.4091 -3.1970 1.3868  -0.100
N 1.0492 -2.8369 0.2139  0.021
C 0.8533 -3.5744 -0.8799  -0.159
C 0.2786 -4.8216 -0.8432  -0.003
H -0.6824 -4.7877 2.4342  0.135
H 0.5083 -2.5685 2.2401  0.098
H 1.2489 -3.1468 -1.8403  0.125
H 0.1324 -5.4936 -1.6830  0.126

Values from the calculation:
charge = +1
lowest unoccupied orbital energy = -0.2408 hartree
ΔE to the lowest compared entry with this formula, charge and spin = 0.0 kcal/mol
frontier orbital gap = 4.930 eV
HOMO level = -0.422 hartree
electronic energy = -74911.6311 eV

***

Computed, not measured: C32H20Cl5F5IrN3O2S as an isolated structure, with ωB97M-V/def2-TZVPD.

Last column: Löwdin charge in e.
Atoms and positions in Å:
Ir 0.2558 -0.4416 -1.2491  0.999
Cl -1.4861 2.8855 -0.2128  0.692
C -1.8652 2.0114 -1.6539  -0.675
C -1.2145 0.8183 -1.9463  -0.361
C -1.6241 0.2032 -3.1188  -0.647
Cl -0.7529 -1.3139 -3.4249  0.723
C -2.5839 0.6583 -3.9987  -0.716
Cl -2.9816 -0.2281 -5.4149  0.697
C -3.2075 1.8610 -3.6792  -0.708
Cl -4.4131 2.4986 -4.7245  0.687
C -2.8458 2.5304 -2.5092  -0.697
Cl -3.6288 4.0125 -2.1258  0.687
F -0.2259 -0.9644 5.8897  0.129
C 0.0668 -0.5662 4.6524  -0.140
C -0.9393 -0.2798 3.7529  -0.154
F -2.2200 -0.3991 4.1232  0.110
C -0.6277 0.1458 2.4735  -0.246
F -1.6578 0.4596 1.6801  0.051
C 0.6818 0.2657 2.0237  -0.471
S 1.1873 0.8109 0.4307  0.692
C 1.6742 -0.0250 2.9640  -0.241
F 2.9618 0.0673 2.6286  0.087
C 1.3845 -0.4260 4.2540  -0.143
F 2.3668 -0.7008 5.1135  0.125
C -4.1721 -2.7691 0.7253  -0.026
C -2.7447 -3.3151 0.6499  -0.569
C -2.6499 -4.5086 -0.3119  -0.028
C -2.2209 -3.7017 2.0412  -0.020
C -1.8508 -2.2688 0.1230  -0.048
N -1.1274 -1.4948 -0.3016  0.053
H -4.8207 -3.5404 1.1414  0.095
H -4.5431 -2.5017 -0.2641  0.093
H -4.2228 -1.8900 1.3674  0.093
H -3.2872 -5.3101 0.0628  0.094
H -1.6249 -4.8746 -0.3731  0.094
H -2.9879 -4.2343 -1.3113  0.092
H -2.8109 -4.5375 2.4183  0.096
H -2.3124 -2.8687 2.7389  0.081
H -1.1759 -4.0075 1.9898  0.098
O 2.0168 0.0398 -2.3431  -0.122
C 2.5541 -1.0548 -1.9962  -0.586
N 3.7148 -1.6008 -2.3565  0.184
C 3.8270 -2.9430 -1.7737  -0.223
C 2.4747 -3.0115 -0.9681  -0.391
O 2.0855 -3.9532 -0.3163  0.065
N 1.8379 -1.8285 -1.1584  0.010
C 3.8852 -4.0237 -2.8568  -0.127
C 4.4353 -3.7437 -4.1034  -0.030
C 4.5484 -4.7346 -5.0674  -0.078
C 4.1155 -6.0227 -4.7952  -0.088
C 3.5758 -6.3108 -3.5504  -0.069
C 3.4645 -5.3217 -2.5842  -0.015
C 5.0493 -3.0604 -0.8630  -0.129
C 6.2114 -2.3636 -1.1765  -0.029
C 7.3493 -2.4999 -0.3969  -0.076
C 7.3396 -3.3403 0.7060  -0.086
C 6.1860 -4.0426 1.0187  -0.067
C 5.0461 -3.9089 0.2381  -0.014
H 4.3366 -1.1853 -3.0245  0.146
H 4.7868 -2.7494 -4.3463  0.104
H 4.9768 -4.4957 -6.0321  0.104
H 4.2009 -6.7966 -5.5465  0.102
H 3.2384 -7.3143 -3.3251  0.105
H 3.0459 -5.5549 -1.6157  0.108
H 6.2439 -1.6999 -2.0313  0.106
H 8.2429 -1.9453 -0.6517  0.104
H 8.2254 -3.4447 1.3186  0.102
H 6.1670 -4.6982 1.8795  0.105
H 4.1500 -4.4576 0.4903  0.107

Values from the calculation:
lowest unoccupied orbital energy = -0.0036 hartree
ΔE to the lowest compared entry with this formula, charge and spin = 13.6 kcal/mol
frontier orbital gap = 7.719 eV
HOMO level = -0.287 hartree
electronic energy = -131948.6986 eV